19
Properties=species:S:1:pos:R:3:forces:R:3 method="wB97M-V/def2-TZVPD" e_tot_ev=-8462.2909 relative_energy_kj_mol=199.1 homo_ev=-8.23 smiles="C=C/C(C)=C/C.O" charge=0
C 2.020 -0.993 2.158 -0.6 -0.5 -0.3
C 0.691 -1.113 2.048 0.0 0.5 0.8
C -0.261 -0.207 1.368 0.4 0.0 -0.3
C -1.714 -0.454 1.661 0.0 -0.5 -0.7
C 0.150 0.790 0.568 -0.6 -1.5 -0.7
C -0.805 1.531 -0.339 0.7 0.9 1.0
H 2.618 -0.543 1.377 0.1 0.6 0.4
H 2.472 -1.403 3.052 0.4 -0.5 -0.5
H 0.217 -1.849 2.696 0.0 0.3 0.3
H -2.123 -1.092 0.867 -0.1 0.0 -0.1
H -2.299 0.461 1.644 -0.1 0.0 0.3
H -1.863 -1.041 2.565 0.0 0.4 0.2
H 1.206 0.776 0.328 0.1 0.6 0.1
H -0.273 1.882 -1.222 -0.2 -0.3 -0.3
H -1.121 2.456 0.157 -0.2 0.0 0.0
H -1.697 0.948 -0.546 0.0 0.0 -0.3
O 0.165 0.307 -5.625 0.3 -0.6 0.1
H 0.351 -0.053 -4.748 -0.2 0.3 0.1
H 0.601 -0.356 -6.178 -0.2 0.3 -0.2



18
Properties=species:S:1:pos:R:3:forces:R:3 method="wB97M-V/def2-TZVPD" e_tot_ev=-10351.3670 relative_energy_kj_mol=809.1 homo_ev=-14.48 charge=+1
O -1.049 -1.014 -0.277 2.5 0.3 3.4
C -0.107 -1.068 0.738 -3.9 -2.4 -0.3
N -0.721 -1.546 1.933 1.1 -1.9 0.4
C 0.340 0.479 1.016 0.6 0.7 -0.1
N 1.108 0.944 -0.122 -2.0 0.9 1.2
C 0.999 2.433 -0.321 -0.1 -2.3 -0.3
H -0.402 -2.469 2.374 0.0 2.0 -0.7
H -1.689 -1.435 2.179 -0.6 0.6 -0.7
H 0.955 0.450 1.909 0.0 -0.5 0.2
H -0.647 0.945 1.250 0.7 0.6 -0.3
H -0.725 -0.751 -1.746 0.2 0.5 -1.7
H 0.704 0.514 -0.934 0.5 -0.7 -1.5
H 1.165 2.558 -1.378 0.3 0.5 -0.2
H 0.012 2.799 -0.076 -0.4 0.3 0.3
H 1.759 2.815 0.318 0.5 0.9 0.3
H 0.736 -1.777 0.644 0.6 0.8 -1.0
H -0.361 -0.700 -3.391 -0.2 0.6 1.5
O -0.402 -0.211 -2.526 0.2 -0.7 -0.6



6
Properties=species:S:1:pos:R:3:forces:R:3 method="wB97M-V/def2-TZVPD" e_tot_ev=-27009.4366 relative_energy_kj_mol=52.8 spin_multiplicity=9 homo_ev="-12.24 / -12.72" charge=+1
O -1.838 -0.932 -0.351 3.7 2.9 0.3
C -0.933 -0.059 -0.310 -1.9 -1.3 -0.3
C 0.494 -0.392 0.248 1.6 0.5 1.2
O 1.382 0.542 0.445 -3.1 -1.7 -1.3
H 0.697 -1.389 0.696 0.0 0.4 -0.2
Gd 0.198 2.230 -0.728 -0.3 -0.8 0.3



46
Properties=species:S:1:pos:R:3:forces:R:3 method="wB97M-V/def2-TZVPD" e_tot_ev=-25101.3008 relative_energy_kj_mol=1918.9 homo_ev=-8.08 charge=0
C 0.803 2.426 -3.075 -1.3 -0.1 -3.6
C 0.579 1.855 -1.936 3.1 7.2 -1.7
C 1.033 2.478 -0.750 5.3 5.6 1.2
N 2.059 1.765 0.040 1.0 1.0 1.6
C 3.208 2.607 0.375 6.7 -4.4 -4.3
C 3.322 3.538 1.496 -0.2 0.5 2.5
C 4.132 3.507 2.687 -8.6 3.3 -7.5
H 3.894 4.356 3.154 0.3 2.7 3.0
H 4.781 2.842 2.593 6.0 -5.5 0.6
H 2.488 4.266 1.265 1.0 0.0 1.3
H 4.252 1.650 0.450 -2.7 2.5 0.4
H 3.781 3.016 -0.750 -2.3 -0.6 3.3
C 1.441 1.218 1.290 7.8 -9.3 -7.6
C 0.559 0.034 0.761 -4.2 12.1 8.8
C 0.745 -0.893 0.007 7.7 -9.3 -7.1
N -0.055 -1.897 -0.196 -6.2 0.9 2.2
C -1.543 -1.724 0.223 8.2 -3.3 -3.4
C -1.792 -0.621 0.919 -6.2 0.3 -0.2
C -3.245 -0.523 1.059 8.6 11.8 6.5
C -4.012 -1.457 0.835 -10.0 -1.1 -0.1
C -3.772 -2.408 0.000 4.1 -7.8 -2.6
C -2.227 -2.740 -0.319 -9.0 0.3 0.0
C -1.907 -3.936 -1.219 -4.2 2.0 0.4
H -1.395 -3.620 -2.041 1.7 0.9 -2.4
H -2.871 -4.421 -1.662 1.8 0.6 1.4
H -1.300 -4.501 -0.645 1.7 -2.9 1.5
C -4.915 -3.412 -0.193 15.4 -5.7 -5.6
H -5.769 -3.219 -0.107 -12.6 3.3 2.8
H -4.514 -4.475 0.151 -1.4 2.2 -0.2
H -4.920 -3.607 -1.359 0.1 0.1 1.7
H -5.135 -1.268 0.974 1.5 -0.3 0.4
H -3.493 0.523 1.731 0.3 -3.1 -2.1
C -0.839 0.336 1.216 0.6 5.6 4.3
O -1.197 1.457 1.987 2.1 -5.6 -4.2
H 0.101 -2.628 -0.796 0.8 -1.5 -1.6
C 2.265 -1.416 -0.566 -5.0 7.8 5.8
H 2.705 -1.543 0.309 1.9 -2.5 4.2
H 2.786 -0.556 -0.675 1.5 3.0 -2.3
H 2.229 -2.067 -1.216 -0.2 -6.4 -6.3
H 2.607 0.531 1.648 -3.4 1.9 -0.2
H 1.140 1.664 2.074 -2.5 3.9 5.1
H 0.505 2.642 0.075 -4.6 1.2 2.1
H 1.609 3.649 -0.812 -2.2 -3.1 -0.9
H 0.287 1.021 -1.692 -3.4 -9.1 1.1
H 0.540 2.112 -4.102 -0.1 -0.9 0.8
H 1.049 3.438 -3.208 1.0 1.3 0.8



56
Properties=species:S:1:pos:R:3:forces:R:3 method="wB97M-V/def2-TZVPD" e_tot_ev=-35913.6451 relative_energy_kj_mol=197.4 homo_ev=-8.70 smiles="CCCc1cc(=O)oc2cc(C)cc(O[C@H](C)C(=O)NCCCn3ccnc3)c12" charge=0
C -4.056 -0.151 2.506 0.1 -0.2 -0.1
C -3.636 -0.963 1.288 -0.1 0.1 0.0
C -3.966 -0.258 -0.036 0.0 -0.2 0.0
C -3.161 0.994 -0.217 -0.5 0.5 0.1
C -3.721 2.176 0.136 0.1 -0.5 -0.1
C -3.042 3.446 0.045 -0.4 0.5 0.2
O -3.492 4.513 0.383 0.2 -0.3 -0.1
O -1.773 3.410 -0.468 0.0 0.2 0.0
C -1.185 2.261 -0.863 0.4 -0.8 -0.2
C 0.095 2.401 -1.389 -0.1 0.0 0.1
C 0.785 1.296 -1.848 -0.3 0.1 0.2
C 2.149 1.446 -2.438 0.0 0.0 0.0
C 0.185 0.043 -1.743 -0.1 -0.3 -0.1
C -1.070 -0.123 -1.182 0.2 0.5 -0.1
O -1.632 -1.351 -0.991 -0.1 0.1 0.1
C -0.907 -2.527 -1.312 0.2 -0.4 -0.2
C -1.803 -3.712 -0.957 0.1 0.4 -0.1
C 0.412 -2.640 -0.533 -0.5 0.2 0.0
O 1.377 -3.216 -0.984 0.3 -0.2 -0.2
N 0.370 -2.084 0.697 -0.2 0.1 0.3
C 1.581 -1.837 1.448 0.3 0.1 -0.2
C 2.292 -0.597 0.900 0.1 -0.2 0.3
C 3.552 -0.216 1.680 -0.6 -0.4 0.0
N 4.227 0.857 1.003 0.3 0.3 0.0
C 5.235 0.735 0.088 0.2 0.0 -0.2
C 5.459 1.989 -0.399 0.1 -0.3 0.0
N 4.606 2.871 0.185 -0.1 0.6 0.0
C 3.883 2.168 1.010 -0.1 0.0 0.1
C -1.813 1.004 -0.743 0.4 0.1 -0.1
H -3.547 0.810 2.528 0.0 0.1 0.1
H -3.815 -0.688 3.420 0.0 0.0 0.1
H -5.128 0.031 2.491 -0.1 0.1 0.0
H -2.564 -1.160 1.336 0.0 -0.1 0.0
H -4.151 -1.926 1.301 0.1 -0.1 0.0
H -5.025 0.007 -0.029 0.0 0.0 0.0
H -3.785 -0.943 -0.861 -0.1 0.1 0.0
H -4.730 2.224 0.515 -0.1 0.0 0.0
H 0.526 3.387 -1.436 0.1 0.2 0.0
H 2.084 1.957 -3.398 0.0 0.0 -0.1
H 2.621 0.480 -2.596 0.1 -0.1 0.0
H 2.782 2.050 -1.790 0.1 0.0 0.0
H 0.731 -0.815 -2.102 0.1 -0.1 0.0
H -0.671 -2.556 -2.385 0.1 0.1 0.2
H -1.282 -4.637 -1.184 0.0 -0.1 0.0
H -2.723 -3.667 -1.533 -0.1 0.0 -0.1
H -2.049 -3.688 0.102 0.0 0.0 0.1
H -0.442 -1.533 0.936 0.1 -0.1 -0.1
H 1.321 -1.710 2.501 0.0 -0.1 0.0
H 2.222 -2.714 1.335 0.0 0.1 0.1
H 1.601 0.251 0.900 0.0 0.0 0.0
H 2.572 -0.798 -0.136 0.0 0.1 0.0
H 4.228 -1.072 1.745 0.0 0.1 0.1
H 3.292 0.104 2.693 0.1 -0.1 -0.1
H 5.698 -0.207 -0.124 0.1 -0.2 0.0
H 6.175 2.314 -1.127 0.2 0.0 -0.2
H 3.109 2.565 1.636 -0.2 0.0 0.2



39
Properties=species:S:1:pos:R:3:forces:R:3 method="wB97M-V/def2-TZVPD" e_tot_ev=-241517.5804 relative_energy_kj_mol=84.7 homo_ev="-7.63 / -7.63" charge=0
Ir 0.042 -0.175 0.225 0.5 1.9 0.7
Br 1.020 2.266 -0.381 -0.8 -1.5 0.1
C 1.041 2.813 1.449 0.1 0.2 0.0
C 1.557 4.035 1.743 0.1 0.1 -0.1
C 1.545 4.471 3.086 0.0 0.0 0.0
C 1.010 3.673 4.056 0.0 0.0 -0.1
C 0.463 2.402 3.741 0.0 0.1 0.0
C -0.127 1.587 4.735 0.0 0.0 0.1
C -0.681 0.387 4.399 0.0 0.0 -0.1
C -0.645 -0.070 3.061 -0.1 0.1 0.1
C -0.057 0.665 2.064 0.6 -0.3 -0.3
C 0.486 1.937 2.398 -0.1 0.0 0.2
H 1.968 4.664 0.964 0.0 0.0 0.0
H 1.951 5.444 3.332 0.0 0.0 0.0
H 0.991 4.001 5.089 0.0 0.0 0.0
H -0.136 1.940 5.760 0.0 0.0 0.0
H -1.144 -0.233 5.158 0.0 0.0 0.0
H -1.079 -1.035 2.825 0.1 0.0 0.0
Br -1.547 -3.675 -3.244 0.0 -0.1 -0.1
C -2.473 -2.209 -2.520 -0.3 -0.2 -0.2
C -3.805 -1.959 -2.887 0.1 -0.2 -0.1
C -4.484 -0.881 -2.401 -0.2 0.1 0.0
Br -6.268 -0.585 -2.967 0.0 0.0 0.0
C -3.873 0.002 -1.487 0.2 -0.1 0.1
C -4.447 1.174 -0.956 -0.1 -0.1 0.0
C -3.729 1.931 -0.082 0.0 0.2 0.1
C -2.446 1.527 0.309 0.0 0.3 0.4
N -1.883 0.443 -0.163 0.0 -0.4 -0.2
C -2.553 -0.306 -1.085 -0.1 -0.1 -0.3
C -1.800 -1.387 -1.641 0.4 0.2 0.3
O -0.555 -1.524 -1.308 0.4 -0.3 -0.2
H -4.303 -2.627 -3.577 0.1 0.0 0.0
H -5.446 1.471 -1.247 0.0 -0.1 0.0
H -4.147 2.842 0.322 0.1 0.0 0.1
H -1.872 2.083 1.038 -0.1 0.1 0.0
O 0.707 -2.171 1.416 -0.6 0.4 -0.3
C 1.854 -1.741 1.202 0.0 0.0 -0.2
O 2.025 -0.655 0.561 -0.2 -0.4 -0.1
H 2.739 -2.279 1.552 0.0 0.0 0.0



45
Properties=species:S:1:pos:R:3:forces:R:3 method="wB97M-V/def2-TZVPD" e_tot_ev=-35335.1861 relative_energy_kj_mol=73.7 homo_ev=-8.96 smiles="CS(=O)(=O)N1CCN(CC(=O)NC2CCCCC2)CC1" charge=0
C -2.657 -2.791 0.483 0.5 0.7 -0.3
S -1.700 -1.355 -0.061 -0.8 -1.0 0.4
O -1.144 -1.649 -1.346 -0.2 0.1 -0.4
O -0.790 -1.010 0.998 -0.2 -0.1 0.3
N -2.936 -0.238 -0.262 0.7 -0.8 0.0
C -3.243 0.521 0.935 -0.2 0.2 0.5
C -2.554 1.896 0.906 0.0 -0.1 0.0
N -1.318 1.748 0.168 -0.1 0.2 0.1
C -0.343 2.783 0.415 0.0 0.2 -0.1
C 1.080 2.382 0.013 -0.4 0.2 0.1
O 1.868 3.213 -0.399 0.1 0.3 -0.1
N 1.379 1.092 0.217 0.0 -0.6 0.1
C 2.726 0.595 0.013 0.5 0.2 -0.1
C 2.874 -0.173 -1.306 -0.2 0.0 0.1
C 2.197 -1.539 -1.265 0.3 0.0 0.0
C 2.729 -2.361 -0.096 -0.3 0.0 0.0
C 2.481 -1.624 1.216 0.3 0.0 0.0
C 3.174 -0.264 1.198 -0.2 0.0 0.0
C -1.580 1.564 -1.249 0.0 0.1 -0.2
C -2.766 0.602 -1.430 0.2 0.1 -0.5
H -3.161 -2.544 1.407 -0.1 0.1 0.2
H -3.365 -3.019 -0.302 -0.1 0.0 -0.1
H -1.970 -3.615 0.632 0.2 0.0 0.0
H -4.329 0.628 1.017 0.1 0.0 0.0
H -2.874 -0.059 1.781 -0.2 0.2 0.1
H -2.330 2.213 1.925 -0.1 0.0 0.0
H -3.220 2.651 0.451 0.0 0.0 0.1
H -0.582 3.730 -0.100 0.1 -0.1 0.1
H -0.310 2.984 1.490 0.0 0.0 -0.1
H 0.657 0.452 0.523 -0.1 0.2 0.0
H 3.352 1.495 -0.042 -0.1 -0.2 0.0
H 2.458 0.432 -2.114 0.1 0.1 0.0
H 3.941 -0.304 -1.501 0.1 0.0 0.0
H 2.386 -2.063 -2.204 -0.1 0.0 0.0
H 1.118 -1.422 -1.164 0.0 0.0 -0.1
H 3.802 -2.529 -0.223 0.1 -0.1 0.0
H 2.236 -3.335 -0.074 0.1 -0.1 0.0
H 2.862 -2.212 2.055 -0.1 0.0 0.0
H 1.407 -1.494 1.357 0.0 -0.1 0.1
H 4.254 -0.411 1.122 0.1 0.0 0.0
H 2.973 0.273 2.127 0.1 0.1 0.0
H -0.682 1.139 -1.703 0.0 0.1 -0.1
H -1.800 2.526 -1.748 0.0 -0.1 0.0
H -3.703 1.146 -1.579 0.0 -0.1 0.0
H -2.598 -0.057 -2.280 -0.1 0.2 -0.1



13
Properties=species:S:1:pos:R:3:forces:R:3 method="wB97M-V/def2-TZVPD" e_tot_ev=-17794.5314 relative_energy_kj_mol=142.7 homo_ev=-9.68 smiles=COB(S)OC charge=0
C 0.375 -2.572 -0.316 2.3 3.7 1.5
O -0.603 -1.499 -0.573 2.5 3.4 1.3
B -0.054 0.037 -0.151 0.0 -4.8 0.3
S 1.393 0.107 1.059 0.4 0.6 -0.9
O -0.737 1.076 -0.512 -0.5 -0.3 -1.5
C -1.094 2.297 0.073 -0.4 1.2 -0.5
H 1.315 -2.390 -0.929 -1.1 -0.3 0.5
H -0.006 -3.512 -0.563 -1.0 -1.3 -0.2
H 0.783 -2.486 0.790 -1.1 -0.7 -2.0
H 2.140 1.155 0.507 -1.1 -0.8 0.4
H -1.644 2.876 -0.794 0.7 -1.0 2.3
H -0.232 2.914 0.413 -0.3 -0.5 -0.4
H -1.636 1.997 0.996 -0.4 0.9 -0.8



79
Properties=species:S:1:pos:R:3:forces:R:3 method="wB97M-V/def2-TZVPD" e_tot_ev=-53644.1645 spin_multiplicity=3 homo_ev="-21.05 / -21.03" charge=+4
W -0.438 0.776 -0.032 -2.0 1.6 -1.4
C -0.738 -0.896 0.922 -0.9 -7.3 3.2
O -0.939 -1.918 1.505 0.9 5.5 -2.8
C 1.262 0.815 -0.961 6.9 -0.6 -3.2
O 2.294 0.860 -1.553 -5.3 0.0 2.9
P -1.249 -0.535 -2.218 0.1 -2.1 -2.4
C -2.479 0.463 -3.218 -0.4 1.1 0.7
H -2.493 -0.044 -4.193 0.4 -0.2 0.4
C 0.081 -0.766 -3.537 0.4 0.8 0.7
H 0.611 0.198 -3.457 0.0 -0.2 -0.3
C -2.132 -2.185 -2.102 -0.1 0.6 1.1
H -2.839 -1.950 -1.288 -0.1 -0.2 -0.2
C 0.205 0.533 3.842 -0.4 -0.7 -0.3
P 0.486 1.341 2.202 1.2 1.0 2.1
H -0.280 3.557 2.634 -0.1 -0.1 -0.3
H -0.828 0.163 3.741 0.2 0.0 0.2
C 2.046 2.369 2.399 0.2 -0.3 -0.3
H 1.831 2.957 3.305 -0.1 -0.2 -0.1
C 1.068 -1.871 -3.202 0.5 -0.2 -0.2
H 2.016 -1.650 -3.716 -0.2 -0.1 0.2
H 0.720 -2.849 -3.567 0.2 0.4 0.2
H 1.287 -1.949 -2.127 0.0 0.0 -0.2
C -0.386 -0.953 -4.988 -0.3 0.0 -0.1
H -0.988 -1.865 -5.107 0.2 0.3 0.0
H 0.512 -1.069 -5.613 -0.2 0.0 0.2
H -0.945 -0.098 -5.383 0.2 -0.2 0.0
C -2.923 -2.654 -3.332 0.0 0.0 -0.4
H -3.526 -1.886 -3.826 0.2 -0.3 0.1
H -3.606 -3.448 -2.994 0.2 0.3 0.0
H -2.257 -3.117 -4.073 -0.2 0.2 0.2
C -1.242 -3.322 -1.633 0.1 -0.6 0.3
H -1.891 -4.093 -1.191 0.3 0.2 -0.1
H -0.492 -3.038 -0.885 -0.5 -0.1 -0.3
H -0.724 -3.791 -2.479 -0.1 0.1 0.3
C -3.906 0.459 -2.670 -0.4 -0.2 0.1
H -4.500 -0.396 -3.021 0.2 0.4 0.1
H -4.413 1.381 -2.987 0.1 -0.3 0.1
H -3.928 0.432 -1.576 -0.3 -0.1 -0.4
C -1.964 1.889 -3.417 0.1 0.1 -0.2
H -2.071 2.478 -2.495 0.0 0.1 -0.2
H -2.586 2.376 -4.186 0.3 0.0 0.3
H -0.910 1.937 -3.725 -0.3 0.0 -0.1
C 0.272 1.516 5.017 0.2 0.4 0.0
H -0.356 2.403 4.882 0.2 -0.2 0.1
H 1.297 1.852 5.221 -0.2 -0.1 -0.1
H -0.083 1.006 5.921 0.0 0.0 -0.3
C 1.109 -0.678 4.053 0.1 -0.3 0.2
H 2.158 -0.389 4.188 -0.4 -0.1 0.0
C -0.941 2.934 0.659 -0.8 0.1 -0.1
H 1.025 -1.383 3.218 0.1 0.0 0.1
H 0.796 -1.210 4.961 0.0 0.2 -0.2
C -2.117 2.414 2.885 -0.4 0.2 -0.3
H -1.670 2.143 0.275 -0.6 1.6 0.5
H -1.455 3.864 0.373 0.2 -0.2 0.0
H 0.010 2.863 0.042 -0.1 0.5 0.2
C -0.781 2.694 2.167 0.3 -0.1 0.1
H -2.921 2.993 2.406 0.2 -0.1 0.1
H -2.091 2.737 3.931 0.1 -0.1 -0.3
H -2.435 1.361 2.889 0.2 0.2 -0.2
C 2.301 3.325 1.238 -0.1 0.0 -0.2
H 2.515 2.771 0.316 0.1 0.1 0.1
H 3.187 3.932 1.464 -0.2 -0.1 -0.1
H 1.480 4.019 1.039 0.1 0.1 0.1
C 3.276 1.490 2.632 0.3 -0.2 0.1
H 3.309 0.690 1.876 0.2 0.3 0.3
H 3.304 1.051 3.637 0.0 0.2 -0.3
H 4.192 2.092 2.535 -0.3 -0.1 0.0
H -3.253 1.602 -0.258 0.1 0.2 -0.3
H -2.901 1.937 -0.844 -0.5 -0.3 0.3
N 4.306 -2.753 1.978 0.1 -0.4 -0.4
C 3.190 -3.501 1.330 -0.1 -0.5 0.2
C 2.411 -2.417 0.551 2.5 2.7 1.9
O 1.526 -2.824 -0.225 -0.4 -0.4 -0.4
O 2.780 -1.230 0.800 -1.8 -2.0 -1.3
H 5.155 -2.866 1.413 0.1 0.2 0.1
H 4.510 -3.118 2.908 0.0 0.1 0.2
H 4.023 -1.743 1.963 0.3 -0.4 0.2
H 3.578 -4.270 0.661 -0.1 0.0 0.1
H 2.552 -3.951 2.101 0.1 0.0 -0.3